{"formula": "C7H11FO", "method": "ωB97M-V with the def2-TZVPD basis set", "symbols": ["C", "C", "F", "C", "O", "H", "H", "H", "H", "H", "C", "C", "C", "C", "H", "H", "H", "H", "H", "H"], "xyz": [[-1.17083, 1.70309, 0.38287], [-2.07111, 0.55785, 0.19189], [-3.41044, 0.82088, 0.46153], [-1.74894, -0.52604, -0.51701], [-2.62315, -1.40412, -1.10598], [-0.15225, 1.25640, 0.36682], [-1.52264, 2.53571, -0.32151], [-1.16533, 2.04022, 1.34280], [-0.73804, -0.65758, -0.75882], [-3.36586, -1.48516, -0.45580], [0.79430, -1.68452, 1.34286], [1.66872, -0.84825, 0.80804], [2.26439, 0.19352, 0.28801], [2.45551, 0.22002, -1.22964], [-0.28136, -1.47407, 1.63480], [1.08116, -2.78533, 1.62091], [2.66021, 0.79670, 1.00827], [1.61905, 0.90905, -1.75354], [3.51941, 0.53603, -1.57061], [2.18722, -0.70440, -1.73588]], "atomic_forces_ev_per_a": [[0.2, -0.6, -2.0], [-1.0, -0.4, -0.9], [0.8, -0.4, -0.1], [-1.4, 1.0, 0.1], [-0.7, -0.2, 1.8], [-0.3, 0.8, -1.1], [1.2, -1.1, 0.8], [-0.6, 1.3, 2.9], [1.2, -0.3, -0.4], [0.5, 0.0, -1.1], [0.4, -2.0, 0.8], [-2.3, -0.5, 0.8], [-0.7, -3.1, -2.3], [-0.6, 2.5, -1.5], [1.5, 0.2, -0.8], [-0.2, 2.3, -0.5], [1.5, 2.2, 1.2], [2.1, -0.8, 1.3], [-2.0, -0.4, 0.6], [0.4, -0.4, 0.6]], "mulliken_charge": [-0.721, 0.518, -0.326, -0.316, -0.525, 0.027, 0.253, 0.377, 0.347, 0.320, -0.776, 0.156, -0.201, -0.947, 0.282, 0.204, 0.468, 0.211, 0.308, 0.341], "total_charge": 0, "homo_ev": -8.77, "spin_multiplicity": 1, "relative_energy_ev": 2.320, "orbital_gap_ev": 9.5}

{"formula": "C3H6N2S", "method": "ωB97M-V with the def2-TZVPD basis set", "symbols": ["H", "N", "C", "N", "C", "C", "S", "H", "H", "H", "H", "H"], "xyz": [[-0.44743, -2.30328, -0.95987], [0.49037, -2.23573, -0.61152], [0.71192, -1.09569, -0.06564], [-0.08254, 0.10858, 0.05238], [0.49713, 1.18043, 0.89959], [-1.17658, 0.38543, -0.69425], [-1.94312, -0.60480, -1.77657], [1.70465, -1.01099, 0.40683], [1.48753, 0.83682, 1.20671], [-0.16072, 1.25522, 1.77355], [0.53907, 2.10683, 0.34006], [-1.62029, 1.37718, -0.57129]], "atomic_forces_ev_per_a": [[-0.6, 0.0, -0.5], [0.4, 1.7, 1.2], [0.1, -1.2, -0.4], [0.7, -0.4, -0.4], [-0.7, -1.1, 0.1], [-0.5, -0.9, -0.6], [0.2, 0.4, 0.5], [-0.5, 0.5, -0.1], [-0.2, 0.4, 0.0], [0.4, 0.4, 0.0], [0.1, 0.2, 0.1], [0.5, 0.0, 0.3]], "mulliken_charge": [0.196, -0.617, 0.213, 0.020, -0.864, -0.090, -0.354, 0.257, 0.281, 0.321, 0.343, 0.294], "total_charge": 0, "homo_ev": -8.58, "spin_multiplicity": 1, "relative_energy_ev": 1.277, "orbital_gap_ev": 8.6}

{"formula": "C38H101N7O14", "method": "ωB97M-V with the def2-TZVPD basis set", "symbols": ["C", "O", "C", "C", "C", "N", "H", "H", "H", "H", "H", "H", "H", "H", "H", "H", "H", "C", "O", "C", "C", "C", "N", "H", "H", "H", "H", "H", "H", "H", "H", "H", "H", "H", "C", "O", "C", "C", "C", "N", "H", "H", "H", "H", "H", "H", "H", "H", "H", "H", "H", "C", "O", "C", "C", "C", "N", "H", "H", "H", "H", "H", "H", "H", "H", "H", "H", "H", "C", "O", "C", "C", "N", "C", "C", "O", "C", "H", "H", "H", "H", "H", "H", "H", "H", "H", "H", "H", "H", "H", "H", "H", "C", "O", "C", "C", "N", "C", "C", "O", "C", "H", "H", "H", "H", "H", "H", "H", "H", "H", "H", "H", "H", "H", "H", "H", "C", "O", "C", "C", "N", "C", "C", "O", "C", "H", "H", "H", "H", "H", "H", "H", "H", "H", "H", "H", "H", "H", "H", "H", "O", "C", "C", "O", "H", "H", "H", "H", "H", "H", "O", "C", "C", "O", "H", "H", "H", "H", "H", "H"], "xyz": [[1.10755, -2.90975, 0.80864], [0.38696, -1.78304, 1.36355], [-0.03997, -0.75577, 0.46169], [-0.95737, 0.28346, 1.18654], [-1.28573, 1.44141, 0.18941], [-0.38590, 0.87860, 2.38957], [2.03206, -2.44784, 0.46220], [0.54711, -3.38672, 0.00457], [1.38818, -3.77423, 1.41033], [0.85129, -0.22479, 0.12725], [-0.50980, -1.21483, -0.40814], [-1.84931, -0.19970, 1.58539], [-0.42007, 2.07273, -0.01096], [-2.00782, 2.20729, 0.47250], [-1.59215, 0.90751, -0.71013], [-1.00560, 1.48575, 2.90673], [0.00352, 0.07435, 2.86034], [0.51847, 12.25306, -0.64977], [1.04575, 11.11587, -1.25035], [0.44265, 9.96997, -0.74035], [0.99149, 8.76111, -1.63753], [0.70227, 8.92241, -3.13052], [0.35508, 7.57927, -1.19467], [1.25121, 13.04244, -0.81734], [0.47514, 12.30892, 0.43794], [-0.48526, 12.60022, -0.89495], [0.92566, 9.83867, 0.22792], [-0.64186, 10.06176, -0.79960], [2.08031, 8.71097, -1.62992], [-0.36053, 8.97732, -3.36619], [1.08262, 8.08362, -3.71350], [1.07196, 9.85958, -3.54664], [0.30031, 6.89648, -1.93689], [0.89085, 7.10995, -0.47856], [0.95533, -3.70412, 6.90581], [2.23325, -4.03132, 7.49326], [2.17858, -5.10536, 8.39496], [1.61087, -6.41173, 7.78766], [1.44285, -7.50542, 8.81239], [2.59490, -6.89465, 6.81674], [1.12987, -2.94158, 6.14676], [0.12549, -3.50075, 7.58266], [0.70128, -4.53381, 6.24616], [3.19214, -5.19829, 8.78504], [1.56315, -4.76310, 9.22694], [0.69088, -6.53750, 7.21681], [2.39276, -7.83603, 9.23247], [0.64201, -8.17525, 8.49922], [1.02173, -7.07777, 9.72226], [2.29500, -7.84675, 6.66295], [3.50972, -6.94730, 7.24151], [-3.75937, -5.25470, 1.21674], [-4.55478, -6.29476, 0.60952], [-5.86159, -6.14843, 1.18991], [-6.69969, -7.41895, 0.76450], [-7.06595, -7.51741, -0.74963], [-7.83816, -7.66303, 1.56761], [-3.34458, -5.45974, 2.20367], [-4.12390, -4.24974, 1.00396], [-2.86977, -5.44233, 0.61548], [-5.75759, -6.24035, 2.27104], [-6.33543, -5.24086, 0.81589], [-6.07031, -8.25008, 1.08264], [-7.70905, -8.34213, -1.05677], [-6.14921, -7.74698, -1.29273], [-7.39360, -6.54892, -1.12748], [-7.53755, -7.50400, 2.51863], [-7.94654, -8.66129, 1.45882], [-6.55272, 12.44566, -4.35143], [-7.12203, 13.16445, -3.28899], [-7.33694, 12.34240, -2.13197], [-6.01261, 11.86876, -1.49881], [-6.14513, 11.71610, -0.03416], [-7.13230, 10.68218, 0.42031], [-6.51729, 9.29436, 0.60786], [-5.29978, 9.34243, 1.43649], [-4.39696, 8.44771, 0.78539], [-7.41878, 12.01443, -4.85352], [-5.80421, 11.71815, -4.03749], [-6.06760, 13.12847, -5.04894], [-7.86748, 11.44110, -2.43903], [-7.98179, 12.95854, -1.50537], [-5.26991, 12.65273, -1.64678], [-5.65936, 10.94861, -1.96426], [-6.35925, 12.59718, 0.41076], [-7.95491, 10.61888, -0.29202], [-7.52217, 11.07229, 1.36048], [-6.35040, 8.64050, -0.24813], [-7.20310, 8.65207, 1.16035], [-4.58247, 7.42936, 1.12692], [-3.42980, 8.75233, 1.18527], [-4.20213, 8.68235, -0.26109], [1.40315, 8.54103, 4.49320], [2.18691, 7.38853, 4.42805], [2.22109, 6.56193, 3.24387], [3.25083, 5.39952, 3.19310], [2.83234, 4.49723, 2.16663], [3.87023, 3.64445, 1.61673], [4.86931, 4.45804, 0.74300], [5.37875, 3.71420, -0.30575], [6.55512, 2.99700, 0.01964], [0.31624, 8.53972, 4.41126], [1.75139, 9.27530, 3.76680], [1.62216, 9.03456, 5.44007], [2.47828, 7.12649, 2.34764], [1.23652, 6.11335, 3.11172], [3.39456, 4.91155, 4.15713], [4.26595, 5.69985, 2.93344], [1.97104, 4.00383, 2.35322], [3.28917, 2.98859, 0.96840], [4.48130, 3.15752, 2.37671], [5.66262, 4.99597, 1.26205], [4.22195, 5.11867, 0.16630], [6.48933, 2.57745, 1.02351], [7.34161, 3.74934, 0.07888], [6.89660, 2.26141, -0.70865], [3.56417, -10.90629, -8.95829], [2.37435, -11.17669, -8.27622], [1.95616, -10.29436, -7.27473], [2.37048, -8.84412, -7.36186], [1.85291, -7.78523, -6.49189], [2.59894, -6.54637, -6.80021], [2.10416, -5.51788, -5.89188], [2.34199, -4.18781, -6.29125], [1.56435, -3.23185, -5.41911], [3.38814, -10.32579, -9.86391], [3.81619, -11.92369, -9.25744], [4.27596, -10.52452, -8.22637], [2.19238, -10.66286, -6.27648], [0.88415, -10.44113, -7.40650], [2.18514, -8.44783, -8.36022], [3.45595, -8.89254, -7.27524], [1.03634, -7.56005, -7.04198], [2.25406, -6.25742, -7.79301], [3.68890, -6.54041, -6.80772], [2.31733, -5.82102, -4.86682], [1.04493, -5.77225, -5.85406], [1.60738, -2.31099, -6.00072], [2.05428, -3.10397, -4.45385], [0.54111, -3.49703, -5.15311], [8.82168, -6.11327, 1.00819], [7.72208, -5.50909, 1.53191], [6.40273, -6.33054, 1.77566], [5.79992, -6.73846, 0.58366], [9.12689, -6.86440, 1.52225], [8.07726, -5.40275, 2.55692], [7.61471, -4.52012, 1.08638], [5.65165, -5.89615, 2.43542], [6.55162, -7.26899, 2.30973], [6.51680, -7.10170, 0.05854], [-0.02311, -9.39516, -2.73581], [0.69616, -9.44192, -1.54052], [-0.12787, -8.87136, -0.35895], [-1.49504, -9.36852, -0.36125], [0.62058, -9.22886, -3.42835], [1.02276, -10.45969, -1.32705], [1.59079, -8.84647, -1.72262], [-0.33741, -7.80476, -0.43994], [0.39189, -8.76463, 0.59320], [-2.06298, -8.61925, -0.16721]], "atomic_forces_ev_per_a": [[0.0, 1.5, -1.1], [-0.7, -1.0, 1.1], [0.6, 0.1, 1.0], [-0.7, 1.3, -0.1], [0.3, -1.1, -0.1], [1.9, -0.6, -0.9], [0.3, -0.5, -0.5], [-0.1, 0.4, -0.5], [-0.5, 0.7, 1.2], [0.2, 0.2, -0.2], [-0.4, 0.2, -0.1], [-0.5, -0.5, -1.0], [0.5, -0.5, -0.1], [-0.5, -0.6, 0.4], [-0.2, 0.6, -0.4], [-0.1, -0.6, 0.1], [-0.1, 0.5, 1.1], [1.0, 1.9, 0.7], [-0.5, 0.9, -0.2], [2.2, -1.7, -1.7], [-0.7, 1.8, -0.8], [-0.7, 0.8, -0.3], [-0.4, -1.7, 0.7], [-0.3, 0.3, -0.6], [0.2, -1.1, 0.6], [-0.2, -0.4, -0.9], [-1.0, -0.4, 0.7], [-0.1, -0.4, 0.4], [0.3, 0.3, 0.7], [-0.3, -0.2, 0.3], [0.3, 0.0, 0.1], [0.4, -0.1, 0.2], [-0.1, 0.0, -0.2], [0.0, 0.0, 0.4], [1.3, -1.0, -1.2], [-0.7, 0.9, -0.5], [-1.8, 0.5, -0.4], [1.8, -1.2, 0.1], [-0.8, 1.3, 2.1], [-0.1, 0.1, -0.8], [0.0, 0.6, 0.7], [0.3, 0.2, 0.3], [-0.5, -0.4, 0.2], [0.0, -0.6, -0.2], [-0.3, -0.3, 0.4], [-0.4, 1.8, 0.2], [0.0, -0.9, -0.7], [0.9, -0.8, -0.1], [-0.5, 0.3, 0.3], [0.4, -0.3, -0.5], [0.2, 0.0, 0.1], [1.9, -1.5, -2.3], [-1.1, 1.3, 1.8], [-0.8, -2.5, -1.5], [1.7, 0.0, -1.2], [1.6, 0.3, 0.4], [-1.7, 0.6, 0.8], [-1.1, 0.1, 0.6], [-0.2, -0.1, 0.4], [0.5, 0.9, -0.1], [-0.2, 0.6, 0.2], [0.0, 0.3, 0.4], [1.2, 0.0, -1.0], [-0.5, 0.2, 0.6], [0.3, 0.2, 0.0], [-0.4, -0.1, 0.0], [-0.4, -0.2, 0.5], [-0.7, -0.1, 0.4], [-0.6, 0.3, -0.4], [0.5, 0.2, 1.0], [0.5, 0.0, -1.3], [-0.8, 1.1, 1.4], [-0.2, -1.3, -0.3], [1.2, 0.8, -0.6], [0.2, -0.2, 1.9], [-1.3, -0.5, -2.4], [1.7, 1.4, 1.9], [0.4, -0.7, -0.5], [-0.1, -0.2, 0.0], [-0.1, 0.2, 0.1], [-0.6, 0.0, -0.1], [0.3, -0.2, 0.4], [0.1, -0.1, -0.2], [0.0, -0.1, 0.2], [0.0, 0.0, -0.2], [-0.3, -0.2, 0.1], [0.0, -0.4, 0.1], [0.2, 0.9, -0.7], [-0.6, 0.2, 0.3], [-0.1, -0.3, -0.8], [0.3, -0.4, 0.4], [-0.9, -0.6, -0.3], [0.7, 1.4, -0.3], [0.6, -1.7, -0.1], [0.0, 0.4, 0.1], [0.0, 0.4, 1.1], [0.0, 0.2, -0.6], [0.2, 0.9, -0.1], [-2.0, 0.2, -0.8], [0.8, -1.8, -1.1], [0.5, 1.1, 0.7], [-0.2, -1.0, -0.2], [0.0, 0.1, -0.5], [0.0, -0.4, 0.2], [-0.4, 0.5, -0.1], [-0.2, 0.0, -0.1], [-0.3, -0.1, 0.5], [-0.1, 0.6, -0.1], [0.2, -0.1, 0.2], [0.8, -0.5, 0.0], [-0.3, -0.7, 0.3], [-0.1, 0.1, 0.3], [0.0, 0.8, 0.6], [-0.1, -0.5, 0.0], [0.5, 0.0, 0.0], [-0.7, 0.0, -0.1], [-0.1, -1.4, 0.4], [-0.2, 0.3, -0.2], [-2.3, 0.0, 0.8], [1.6, 0.1, -1.3], [0.4, -0.8, -0.1], [0.4, 0.2, -1.3], [-1.9, 0.1, 1.3], [-1.5, 0.6, 1.8], [1.6, -0.6, -1.1], [0.3, 0.5, 0.2], [0.8, 0.2, -0.3], [0.5, 0.2, -0.7], [0.3, -0.2, 0.2], [-0.4, 0.6, 0.7], [0.2, -0.5, -0.7], [0.2, 0.4, 0.2], [-1.0, -0.1, 0.9], [0.6, 0.3, -0.5], [0.0, -0.9, 0.1], [1.0, 0.7, 0.5], [-0.8, 0.8, -0.2], [-0.2, 0.0, 0.3], [0.4, 0.0, -0.1], [-0.1, -0.5, -0.7], [1.3, -1.6, -2.9], [-1.4, 0.2, 4.0], [0.8, -0.5, -0.5], [-0.7, 0.2, -1.0], [-0.2, 0.1, 0.2], [-0.7, 1.2, 0.7], [-0.4, -0.3, -0.2], [0.1, 1.0, -0.4], [1.2, -0.1, 0.5], [-0.1, -0.1, -0.3], [-0.7, 0.0, -0.6], [0.0, 0.4, 1.0], [-1.3, 1.7, -1.0], [1.2, -0.8, 0.6], [-0.2, 0.0, -0.2], [-0.1, -0.2, 0.2], [0.3, 0.2, 0.8], [0.7, 0.5, -1.1], [0.1, -1.6, 0.4], [0.0, -0.1, 0.0]], "mulliken_charge": [-0.788, -0.285, -0.762, 0.448, -1.318, -0.603, 0.324, 0.272, 0.292, 0.361, 0.395, 0.265, 0.297, 0.384, 0.319, 0.216, 0.197, -0.860, -0.320, -0.413, 0.555, -1.623, -0.601, 0.309, 0.323, 0.312, 0.236, 0.321, 0.186, 0.383, 0.405, 0.371, 0.246, 0.170, -0.713, -0.343, -0.573, 0.310, -1.578, -0.619, 0.264, 0.301, 0.273, 0.325, 0.348, 0.358, 0.339, 0.382, 0.401, 0.271, 0.254, -0.781, -0.248, -0.640, 0.334, -1.221, -0.750, 0.332, 0.332, 0.214, 0.284, 0.354, 0.277, 0.363, 0.301, 0.277, 0.274, 0.300, -0.676, -0.423, -0.373, -0.705, -0.305, -0.566, -0.701, -0.338, -0.719, 0.271, 0.290, 0.261, 0.349, 0.305, 0.362, 0.299, 0.288, 0.254, 0.447, 0.426, 0.389, 0.293, 0.230, 0.338, -0.742, -0.368, -0.444, -0.504, -0.103, -0.627, -0.422, -0.389, -0.692, 0.298, 0.296, 0.286, 0.237, 0.300, 0.341, 0.255, 0.187, 0.345, 0.268, 0.439, 0.182, 0.294, 0.283, 0.271, -0.663, -0.384, -0.460, -0.544, -0.324, -0.502, -0.639, -0.361, -0.736, 0.217, 0.253, 0.371, 0.235, 0.274, 0.355, 0.313, 0.332, 0.373, 0.355, 0.379, 0.300, 0.246, 0.305, 0.321, -0.534, -0.411, -0.414, -0.491, 0.333, 0.290, 0.296, 0.343, 0.282, 0.306, -0.490, -0.253, -0.378, -0.504, 0.279, 0.228, 0.311, 0.157, 0.353, 0.282], "total_charge": 0, "homo_ev": -8.54, "spin_multiplicity": 1, "relative_energy_ev": 6.238, "orbital_gap_ev": 8.7}